#P
{"formula": "C3H3N3O", "method": "ωB97M-V with the def2-TZVPD basis set", "e_homo_ev": -9.604, "gap_ev": 10.2, "e_lumo_ev": 0.6179, "symbols": ["N", "C", "N", "N", "O", "C", "C", "H", "H", "H"], "coordinates": [[-2.468, -0.388, 0.209], [-1.418, 0.056, -0.216], [1.912, -1.075, 0.944], [1.893, -0.755, -0.253], [0.882, -0.154, 1.404], [0.975, 0.378, 0.076], [-0.306, 0.654, -0.605], [-2.795, -1.286, -0.142], [1.661, 1.227, 0.025], [-0.336, 1.343, -1.444]]}


#Q
{"formula": "C3H3N3O", "method": "ωB97M-V with the def2-TZVPD basis set", "e_homo_ev": -10.566, "gap_ev": 10.7, "e_lumo_ev": 0.0964, "smiles": "C=NC(=O)NC#N", "symbols": ["N", "C", "C", "N", "C", "O", "N", "H", "H", "H"], "coordinates": [[-1.162, -0.329, 0.217], [0.106, -0.450, -0.283], [1.862, 1.013, 0.355], [0.975, 0.197, 0.706], [-2.266, -0.908, -0.396], [0.448, -0.867, -1.346], [-3.220, -1.315, -0.884], [-1.283, -0.081, 1.191], [2.567, 1.353, 1.103], [1.973, 1.386, -0.664]]}


Name the least stable of them. #P.


#P
{"formula": "C3H3N3O", "method": "ωB97M-V with the def2-TZVPD basis set", "e_homo_ev": -7.569, "gap_ev": 8.0, "e_lumo_ev": 0.4446, "symbols": ["O", "C", "C", "N", "N", "C", "N", "H", "H", "H"], "coordinates": [[2.017, -0.315, -0.271], [0.697, -0.112, -0.040], [0.313, 1.259, 0.235], [-0.935, 1.520, -0.035], [-2.040, 1.559, -0.294], [-1.322, -1.529, -0.286], [-0.170, -1.041, -0.052], [2.147, -1.253, -0.474], [0.951, 2.035, 0.629], [-1.659, -2.123, 0.588]]}


#Q
{"formula": "C3H3N3O", "method": "ωB97M-V with the def2-TZVPD basis set", "e_homo_ev": -8.770, "gap_ev": 8.0, "e_lumo_ev": -0.8144, "symbols": ["O", "C", "N", "C", "N", "C", "N", "H", "H", "H"], "coordinates": [[3.062, -0.225, 0.280], [1.998, -0.787, 0.292], [0.769, -0.099, 0.109], [-1.183, 1.729, -0.926], [-1.579, 0.789, -0.337], [-1.445, -0.415, 0.200], [-0.194, -0.889, 0.376], [1.886, -1.879, 0.438], [-1.003, 2.786, -0.866], [-2.311, -1.011, 0.434]]}


Name the least stable of them. #P.


#P
{"formula": "C3H3N3O", "method": "ωB97M-V with the def2-TZVPD basis set", "e_homo_ev": -10.387, "gap_ev": 10.5, "e_lumo_ev": 0.1029, "smiles": "O=Cc1cnn[nH]1", "symbols": ["N", "C", "N", "N", "O", "C", "C", "H", "H", "H"], "coordinates": [[-0.934, -0.532, -0.768], [-0.389, 0.174, 0.263], [-0.416, -0.168, -1.932], [0.480, 0.749, -1.710], [0.575, -1.609, 1.440], [0.275, -0.441, 1.430], [0.486, 1.017, -0.385], [-1.705, -1.187, -0.767], [0.657, 0.281, 2.175], [1.158, 1.714, 0.096]]}


#Q
{"formula": "C3H3N3O", "method": "ωB97M-V with the def2-TZVPD basis set", "e_homo_ev": -9.517, "gap_ev": 8.9, "e_lumo_ev": -0.5977, "smiles": "N=C=N/N=C\\C=O", "symbols": ["N", "C", "N", "N", "O", "C", "C", "H", "H", "H"], "coordinates": [[2.479, 0.371, 0.938], [1.544, 0.763, 0.249], [0.545, 1.175, -0.335], [-0.048, 0.345, -1.276], [-1.535, 0.360, 1.356], [-1.659, -0.468, 0.485], [-0.994, -0.409, -0.871], [3.388, 0.472, 0.501], [-2.356, -1.324, 0.588], [-1.366, -1.078, -1.645]]}


Name the least stable of them. #Q.


#P
{"formula": "C3H3N3O", "method": "ωB97M-V with the def2-TZVPD basis set", "e_homo_ev": -9.983, "gap_ev": 8.6, "e_lumo_ev": -1.4036, "symbols": ["C", "C", "C", "H", "H", "H", "N", "N", "N", "O"], "coordinates": [[-1.354, -0.587, -0.150], [-0.017, -0.185, -0.158], [1.697, 0.724, 0.019], [-2.208, 1.123, 0.213], [-1.455, -1.788, -0.001], [2.546, 1.378, 0.108], [0.421, 1.022, -0.209], [2.036, -0.620, 0.191], [0.918, -1.192, -0.137], [-2.583, 0.126, 0.125]]}


#Q
{"formula": "C3H3N3O", "method": "ωB97M-V with the def2-TZVPD basis set", "e_homo_ev": -9.816, "gap_ev": 9.1, "e_lumo_ev": -0.7522, "symbols": ["N", "C", "N", "N", "O", "C", "C", "H", "H", "H"], "coordinates": [[1.980, -0.137, 0.710], [1.043, 0.434, 0.174], [0.498, 1.450, -0.515], [-0.247, 0.800, -1.372], [-1.582, 0.614, 1.213], [-1.380, -0.341, 0.509], [-0.575, -0.366, -0.768], [2.907, 0.271, 0.604], [-1.837, -1.328, 0.715], [-0.812, -1.212, -1.416]]}


#R
{"formula": "C3H3N3O", "method": "ωB97M-V with the def2-TZVPD basis set", "e_homo_ev": -10.537, "gap_ev": 10.0, "e_lumo_ev": -0.5521, "smiles": "O=Cn1cnnc1", "symbols": ["C", "C", "C", "H", "H", "H", "N", "N", "N", "O"], "coordinates": [[-0.527, -0.596, 1.569], [1.008, 0.132, -0.244], [-1.046, -0.012, -0.952], [-1.527, -0.935, 1.810], [1.826, 0.323, 0.308], [-2.127, -0.242, -1.049], [-0.228, -0.167, 0.220], [0.976, 0.492, -1.513], [-0.422, 0.520, -1.974], [0.366, -0.276, 2.444]]}


#S
{"formula": "C3H3N3O", "method": "ωB97M-V with the def2-TZVPD basis set", "e_homo_ev": -9.689, "gap_ev": 8.1, "e_lumo_ev": -1.6058, "smiles": "[H]/N=C1/NN=CC1=O", "symbols": ["C", "C", "C", "H", "H", "H", "N", "N", "N", "O"], "coordinates": [[-0.532, -0.647, -0.118], [0.930, 1.099, 0.148], [-0.393, 0.809, -0.147], [-2.296, -0.576, -0.026], [1.346, -1.836, -0.009], [1.415, 2.016, 0.441], [-1.583, -1.272, 0.160], [0.850, -1.032, -0.211], [1.727, 0.029, -0.074], [-1.464, 1.411, -0.164]]}


Name the least stable of them. #Q.